{
  "formula": "C19H14MnNO2S",
  "method": "wB97M-V/def2-TZVPD",
  "multiplicity": 6,
  "relative_energy_kj_mol": 0.0,
  "homo_lumo_gap_ev": [7.4, 7.6],
  "total_energy_ha": -2487.00764,
  "homo_ev": [-4.34, -4.55],
  "charge": -1,
  "largest_force_ev_per_a": 0.15,
  "symbols": ["Mn", "N", "C", "C", "C", "C", "C", "C", "C", "C", "C", "C", "C", "C", "H", "H", "H", "H", "H", "H", "H", "H", "H", "H", "O", "C", "O", "C", "C", "C", "C", "C", "C", "S", "H", "H", "H", "H"],
  "xyz": [[0.914459, 1.090647, 0.003078], [-0.702876, -0.454728, -0.659570], [-1.578097, -0.559573, 0.452183], [-1.712501, -1.779119, 1.103483], [-2.523172, -1.899729, 2.219736], [-3.213638, -0.792677, 2.687497], [-3.064858, 0.425430, 2.041769], [-2.243517, 0.579575, 0.926677], [-2.069212, 1.930169, 0.312305], [-3.211861, 2.708197, 0.110381], [-3.110459, 4.002455, -0.374876], [-1.854373, 4.519868, -0.657044], [-0.725443, 3.731149, -0.466816], [-0.776499, 2.414372, 0.013980], [-0.354460, -1.345567, -0.986632], [-1.085555, 0.087808, -1.424595], [-1.162782, -2.637425, 0.733755], [-2.606729, -2.854456, 2.722959], [-3.845228, -0.869009, 3.563384], [-3.569133, 1.302729, 2.428632], [-4.190031, 2.292279, 0.330119], [-4.002077, 4.597659, -0.533515], [-1.756389, 5.531985, -1.034578], [0.239904, 4.165719, -0.711763], [3.317423, -1.488722, 2.167092], [2.779964, -0.964748, 1.197946], [1.874758, -0.054802, 1.290761], [3.173138, -1.477509, -0.194132], [3.692719, -2.777584, -0.184511], [4.107919, -3.426783, -1.330041], [4.027846, -2.751711, -2.544003], [3.532227, -1.465177, -2.576950], [3.084636, -0.793086, -1.423972], [2.521164, 0.863646, -1.725416], [3.766715, -3.257587, 0.781682], [4.496762, -4.436484, -1.277978], [4.354070, -3.225284, -3.463262], [3.475184, -0.931926, -3.517768]],
  "forces_ev_per_angstrom": [[-0.1, 0.0, 0.1], [0.0, 0.0, 0.0], [0.0, 0.0, 0.0], [0.0, 0.0, 0.0], [0.0, 0.0, 0.0], [0.0, 0.0, 0.0], [0.0, 0.0, 0.0], [0.0, 0.0, 0.0], [0.0, 0.0, 0.0], [0.0, 0.0, 0.0], [0.0, 0.0, 0.0], [0.0, 0.0, 0.0], [0.0, 0.0, 0.0], [0.0, 0.0, 0.0], [0.0, 0.0, 0.0], [0.0, 0.0, 0.0], [0.0, 0.0, 0.0], [0.0, 0.0, 0.0], [0.0, 0.0, 0.0], [0.0, 0.0, 0.0], [0.0, 0.0, 0.0], [0.0, 0.0, 0.0], [0.0, 0.0, 0.0], [0.0, 0.0, 0.0], [0.0, 0.0, 0.0], [0.0, 0.0, 0.0], [0.0, -0.1, 0.0], [0.0, 0.0, 0.0], [0.0, 0.0, 0.0], [0.0, 0.0, 0.0], [0.0, 0.0, 0.1], [0.0, 0.0, 0.0], [0.0, 0.0, 0.0], [0.1, 0.0, -0.1], [0.0, 0.0, 0.0], [0.0, 0.0, 0.0], [0.0, 0.0, 0.0], [0.0, 0.0, 0.0]],
  "lowdin_charge": [0.660, 0.057, -0.258, -0.035, -0.099, -0.102, -0.042, -0.143, -0.236, -0.072, -0.118, -0.123, -0.150, -0.169, 0.104, 0.105, 0.111, 0.096, 0.093, 0.110, 0.102, 0.088, 0.088, 0.077, 0.012, -0.613, -0.183, -0.146, -0.054, -0.114, -0.120, -0.168, -0.620, 0.504, 0.105, 0.087, 0.090, 0.077]
}